119
Properties=species:S:1:pos:R:3:forces:R:3 method="wB97M-V/def2-TZVPD" multiplicity=2 charge=+1 homo_lumo_gap_ev="6.45 / 5.33" e_tot_ha=-2088.9146
Hg -0.281130 -0.452945 0.004532 -1.71 0.40 0.13
C -1.952970 3.202115 0.651142 -0.03 -2.38 -0.98
C -3.204730 2.508445 -0.111898 0.80 1.88 0.36
C -3.583570 3.489965 -1.271328 -0.50 -0.12 0.27
C -4.623540 2.940985 -2.265628 1.23 0.42 1.02
C -4.056400 1.652375 -2.774628 -0.48 -0.12 -0.58
C -3.871110 0.583825 -1.695278 1.97 -0.35 -1.09
N -2.898880 1.153715 -0.673908 0.24 -0.56 0.87
O -2.514020 0.165005 0.378142 1.02 1.40 -2.22
C -3.153420 -0.557595 -2.481758 -0.50 0.40 1.47
C -5.136800 -0.021685 -1.189868 -0.88 0.54 0.72
C -4.350640 2.619115 0.916532 -0.24 -0.77 -0.27
H -1.032540 3.131785 0.071512 -0.02 0.26 -0.53
H -1.718270 2.534475 1.480162 -0.23 0.31 0.55
H -2.080210 4.236755 0.969642 -0.46 -0.24 -0.09
H -2.746390 3.903665 -1.833528 0.40 -0.33 0.12
H -4.054440 4.333325 -0.766228 0.21 0.24 0.08
H -4.698160 3.699065 -3.045278 -0.61 -0.17 -0.05
H -5.530190 2.800855 -1.677028 -0.40 0.01 -0.61
H -3.109970 1.835215 -3.283478 0.46 0.25 0.40
H -4.618700 1.240975 -3.612888 -0.58 -0.27 0.22
H -2.322250 -0.099915 -3.018218 0.17 -0.56 -0.16
H -3.905000 -1.050625 -3.098318 0.27 0.24 -0.48
H -2.886830 -1.308515 -1.738018 0.60 -0.07 -0.13
H -5.801200 -0.326055 -1.998588 0.20 -0.06 -0.19
H -5.699910 0.723405 -0.627848 -0.10 -0.25 0.37
H -4.908640 -0.900535 -0.586828 -0.15 0.12 0.23
H -4.458150 1.680575 1.460302 -0.03 0.04 0.15
H -5.287600 2.840295 0.405372 -0.17 -0.18 0.13
H -4.182900 3.430115 1.625222 0.10 -0.08 -0.04
C 2.699200 1.205485 -2.933158 0.84 -0.20 0.97
C 1.237600 0.904095 -2.974998 -0.91 0.61 0.80
C 0.816550 1.320855 -4.369978 -2.01 -0.20 -0.99
C 1.118330 0.290755 -5.466318 0.25 0.93 0.49
C 0.434500 -1.023745 -5.130908 -0.34 1.10 -0.66
C 0.901000 -1.586235 -3.779508 -1.53 -2.01 -1.31
N 0.966170 -0.554965 -2.671978 2.17 -2.37 1.66
O 1.448930 -1.121055 -1.419378 -2.33 2.58 -3.84
C 2.204530 -2.275185 -4.234988 1.91 -0.31 3.02
C -0.187640 -2.755355 -3.450148 0.64 1.46 0.14
C 0.547760 1.807325 -1.911748 -0.04 -0.81 -0.04
H 2.992930 1.034165 -1.897548 0.83 -0.34 -0.27
H 2.854810 2.268485 -3.117308 -0.10 -0.05 -0.08
H 3.238320 0.638065 -3.691758 0.28 -0.07 0.40
H 1.151070 2.334185 -4.592138 0.84 -0.19 0.13
H -0.252080 1.532895 -4.404138 -0.51 -0.50 0.19
H 2.201210 0.191245 -5.540908 0.10 -0.36 0.00
H 0.834530 0.680105 -6.444048 -0.30 -0.06 0.07
H 0.693020 -1.698185 -5.947248 0.16 -0.48 0.40
H -0.647960 -0.951805 -5.236778 -0.19 0.42 0.42
H 2.059670 -3.304825 -4.562028 -0.37 0.45 -0.63
H 2.834220 -2.451475 -3.362918 -0.11 -0.22 0.69
H 2.965060 -1.717405 -4.781418 -0.83 0.23 -0.87
H -1.189260 -2.325495 -3.459318 0.01 0.24 0.04
H -0.087690 -3.260995 -2.489708 0.51 0.04 -0.15
H -0.168740 -3.467745 -4.274908 0.24 0.00 0.12
H 0.682110 2.830045 -2.264028 -0.13 0.07 0.40
H 0.939260 1.659055 -0.905348 0.92 0.39 -0.09
H -0.502740 1.606935 -1.701048 -0.62 0.04 -0.93
C 1.925060 3.078705 2.224652 -0.13 -0.05 -0.47
C 3.255950 2.426475 1.878412 1.62 -0.74 0.26
C 4.301760 2.918075 3.013792 -0.22 -0.98 -1.19
C 5.361730 1.875235 3.312452 0.52 -0.67 -0.71
C 4.793530 0.460295 3.557302 0.17 2.00 0.32
C 4.113780 -0.071775 2.336172 -1.57 -1.03 -1.27
N 2.998660 0.950955 1.920072 2.56 -0.57 4.29
O 2.214580 0.461525 0.940152 -0.68 -0.09 -1.51
C 5.084900 -0.472745 1.163222 -0.43 -0.13 -0.01
C 3.399280 -1.387595 2.835452 0.69 -0.21 -0.30
C 3.841540 2.737135 0.453712 -1.15 0.45 -0.21
H 1.544590 2.640895 3.147512 0.47 0.34 0.39
H 1.104410 2.826895 1.552922 0.21 0.26 -0.64
H 2.076350 4.156295 2.287822 -0.38 0.03 0.10
H 4.891820 3.692135 2.523122 -0.55 0.61 0.28
H 3.796090 3.297945 3.901532 -0.11 -0.10 -0.10
H 6.121190 2.202905 4.022342 -0.49 0.01 0.60
H 5.972010 1.874355 2.409312 0.14 -0.46 -0.33
H 3.976640 0.593305 4.266592 0.14 -0.21 0.48
H 5.545080 -0.215675 3.965142 -0.11 -0.11 -0.17
H 5.707610 -1.350455 1.336302 0.22 0.16 0.98
H 4.562840 -0.899075 0.306602 -0.65 0.55 -0.28
H 5.748130 0.315955 0.808022 -0.15 0.10 0.14
H 2.821700 -1.962965 2.111952 0.00 0.56 -0.30
H 4.188210 -2.079335 3.130712 0.33 0.01 -0.03
H 2.809060 -1.300635 3.747692 -0.19 0.63 -0.15
H 2.949070 2.730695 -0.172038 0.05 0.21 -0.50
H 4.531180 2.033315 -0.012258 0.01 -0.55 0.63
H 4.342810 3.687085 0.268202 -0.30 0.32 0.58
H 2.762400 0.549575 0.156732 -0.11 -0.40 -0.98
C -1.113360 -4.639225 2.133282 -0.25 -0.12 0.75
C -1.549520 -3.323055 1.451222 -1.48 -1.57 -1.64
C -3.072940 -2.992295 1.722502 0.77 -0.43 0.60
C -3.384380 -2.541115 3.122912 1.32 -0.15 -0.08
C -2.359910 -1.448995 3.532712 -1.18 -0.45 0.59
C -0.847980 -1.629895 3.175452 -0.82 1.03 0.63
N -0.717280 -2.204175 1.835202 -2.46 1.38 -0.02
O 0.589480 -2.260905 1.473352 1.84 -0.71 -0.87
C -0.298230 -0.200715 3.130312 0.57 -0.03 -0.22
C -0.110630 -2.425255 4.264182 -0.09 -0.79 -0.39
C -1.485060 -3.622625 -0.101908 1.35 0.62 1.00
H -1.387810 -4.607155 3.187682 -0.28 -0.31 -0.04
H -0.054450 -4.895995 2.163042 0.42 0.63 -0.33
H -1.515750 -5.531455 1.653572 -0.52 0.21 0.06
H -3.458470 -2.166275 1.124872 0.49 -0.24 -0.80
H -3.654100 -3.903555 1.581262 0.10 -0.04 -0.66
H -3.332770 -3.373745 3.824452 -0.01 -0.10 0.09
H -4.426700 -2.226915 3.068702 0.13 0.47 0.60
H -2.471620 -1.446925 4.616972 0.53 0.49 0.19
H -2.728970 -0.482675 3.189022 0.23 0.01 -0.27
H -0.463100 0.281495 4.093832 0.10 0.05 -0.03
H 0.759730 -0.172135 2.869542 0.20 -0.10 0.39
H -0.785240 0.398475 2.360962 -0.50 0.05 0.05
H 0.744820 -2.987585 3.889862 0.05 -0.05 -0.32
H 0.340660 -1.831525 5.059112 -0.60 0.21 0.07
H -0.820470 -3.169875 4.624412 0.27 0.05 0.58
H -2.186060 -4.374485 -0.464418 -0.16 0.15 0.40
H -0.476730 -3.999365 -0.273478 0.09 -0.16 -0.34
H -1.572860 -2.715215 -0.699408 -0.32 0.12 0.01
H 0.981580 -3.073685 1.800822 0.35 -0.55 0.32